{"formula": "C4H14N2O", "method": "the ωB97M-V functional and the def2-TZVPD basis", "symbols": ["O", "N", "N", "C", "C", "C", "C", "H", "H", "H", "H", "H", "H", "H", "H", "H", "H", "H", "H", "H", "H"], "coordinates": [[0.23425, 1.49463, -2.44166], [0.85000, -0.74054, -0.46850], [-1.68171, 1.31997, -0.22515], [2.00815, -1.16763, 0.31539], [-0.40808, -1.25832, 0.07458], [-0.94314, -0.49142, 1.30006], [-1.09445, 1.02438, 1.11560], [-0.16895, -0.53191, 2.07824], [0.65677, 2.30334, -2.73341], [-0.11105, 1.52588, 1.13137], [-1.38360, 2.22963, -0.53834], [-0.50782, -2.33132, 0.25646], [-1.73773, 1.56207, 1.80324], [2.52285, -2.02307, -0.14218], [-1.15615, -1.14732, -0.73151], [0.85796, -0.96988, -1.45003], [2.71330, -0.33496, 0.38139], [-1.27013, 0.72469, -0.92199], [-1.90711, -0.92540, 1.55837], [0.75428, 1.18480, -1.69960], [1.77233, -1.44760, 1.33768]], "forces_ev_per_a": [[-0.1, 0.1, -0.5], [-0.9, -0.3, 1.1], [-0.4, -0.2, 0.5], [0.8, 0.2, -0.9], [-1.6, 0.9, -0.8], [0.8, 0.8, 0.0], [0.2, 0.7, -2.5], [-0.6, -0.7, 0.4], [0.1, 0.1, -0.1], [0.0, -0.4, 0.5], [-0.1, 0.4, 0.1], [0.8, -0.2, 0.3], [0.0, -0.5, 0.7], [0.0, 0.1, 0.1], [0.2, 0.1, 0.2], [0.6, -0.3, 0.0], [0.2, -0.2, 0.0], [0.0, -0.2, -0.1], [0.2, -0.2, 0.4], [0.2, -0.3, 0.5], [-0.4, 0.0, 0.0]], "smiles": "CNCCCN.O", "e_tot_ha": -345.5172, "e_above_lowest_ev": 1.604, "orbital_gap_ha": 0.350, "multiplicity": 1, "charge": 0, "max_force_ha_per_bohr": 0.050, "mol_weight_g_mol": 106.2}

{"formula": "C3H11N3O", "method": "the ωB97M-V functional and the def2-TZVPD basis", "symbols": ["O", "N", "N", "N", "C", "C", "C", "H", "H", "H", "H", "H", "H", "H", "H", "H", "H", "H"], "coordinates": [[-1.20905, -1.87831, 2.36609], [-0.21659, 1.03843, -3.06327], [0.36462, -0.13365, 1.29615], [-0.33751, 1.68994, -0.80237], [1.33534, -1.19781, 1.03528], [0.03999, 0.88415, -1.73571], [-1.34462, -0.77333, 1.82411], [-0.38284, 1.98359, -3.36221], [0.17048, 0.36894, -3.70149], [0.65793, 0.33054, 2.13601], [-1.79515, -0.74353, 0.81131], [-1.16855, 2.14498, -1.17366], [0.20016, 0.58370, 0.56460], [-1.58058, 0.13706, 2.39940], [1.03770, -1.67362, 0.09982], [0.57815, -0.02472, -1.47740], [2.34904, -0.80442, 0.94638], [1.30148, -1.93192, 1.83696]], "forces_ev_per_a": [[0.1, 0.1, 0.3], [-0.1, -0.2, 0.5], [0.4, 0.3, 0.2], [-0.5, -1.4, -0.7], [-0.4, 0.3, -0.6], [-0.1, 0.5, 0.3], [-0.5, -0.9, -0.2], [-0.1, -0.1, -0.4], [0.0, 0.1, -0.2], [0.0, 0.4, 0.3], [0.1, 0.2, -0.1], [0.3, 1.1, 0.2], [0.3, -0.4, 0.4], [0.1, 0.1, 0.1], [0.2, -0.2, 0.1], [0.4, 0.1, -0.1], [0.0, 0.0, -0.1], [-0.2, 0.0, 0.0]], "e_tot_ha": -360.3394, "e_above_lowest_ev": 2.667, "orbital_gap_ha": 0.308, "multiplicity": 1, "charge": 0, "max_force_ha_per_bohr": 0.031, "mol_weight_g_mol": 105.1}

{"formula": "C5H10O", "method": "the ωB97M-V functional and the def2-TZVPD basis", "symbols": ["O", "C", "C", "C", "C", "C", "H", "H", "H", "H", "H", "H", "H", "H", "H", "H"], "coordinates": [[-0.29007, 1.50350, 0.58388], [2.04083, 0.30902, -0.23412], [0.77420, -0.48164, -0.34647], [-1.94607, -0.07122, -0.42092], [-0.01592, -0.84102, 0.94849], [-0.52439, 0.22954, 0.09242], [-2.21372, 0.62636, -1.27567], [0.66465, -1.18058, -1.16708], [-0.52817, -1.84347, 1.05782], [-1.89203, -1.11973, -0.82111], [0.33148, -0.70407, 1.92612], [-0.80558, 2.17340, -0.14017], [-2.67481, -0.09123, 0.35621], [1.62748, 1.23381, 0.35947], [2.51696, 0.57827, -1.27522], [2.93516, -0.32094, 0.35638]], "forces_ev_per_a": [[-3.1, 3.7, -2.7], [2.0, 0.2, 0.7], [-1.3, -0.7, 0.4], [1.8, -0.2, -2.5], [0.2, -2.4, -0.5], [-0.9, -1.0, 0.1], [0.0, -0.8, 1.0], [0.1, -0.1, 0.1], [0.2, 1.2, -1.0], [-0.2, 1.0, 0.1], [1.2, 1.1, 1.1], [2.3, -2.6, 3.1], [-0.4, 0.4, 0.7], [2.0, -1.4, -1.1], [-1.1, -0.3, 2.0], [-2.5, 1.8, -1.3]], "smiles": "C[C@H]1C[C@@]1(C)O", "e_tot_ha": -271.6553, "e_above_lowest_ev": 2.648, "orbital_gap_ha": 0.373, "multiplicity": 1, "charge": 0, "max_force_ha_per_bohr": 0.108, "mol_weight_g_mol": 86.1}

{"formula": "C3H8NO", "method": "the ωB97M-V functional and the def2-TZVPD basis", "symbols": ["O", "N", "C", "C", "C", "H", "H", "H", "H", "H", "H", "H", "H"], "coordinates": [[0.75607, 1.01187, 2.39365], [0.37594, -0.35144, -0.53377], [0.63367, -0.71061, 0.69669], [-1.11836, 0.00396, -2.34847], [-0.90827, -0.36759, -1.01275], [1.05113, -0.02808, -1.23989], [1.66242, -0.63792, 1.03583], [0.63691, 1.47388, 3.24116], [-0.12760, -0.96539, 1.42423], [-1.59702, -0.88943, -0.35289], [0.66247, 1.72959, 1.74471], [-0.34009, 0.40225, -2.96575], [-2.08417, 0.10427, -2.85583]], "forces_ev_per_a": [[-0.2, 0.5, -1.0], [-1.1, 0.4, -0.9], [1.4, 0.7, 1.2], [-1.1, 0.9, -0.3], [0.2, -1.2, -0.2], [0.7, -0.2, 0.8], [0.1, -0.4, 0.0], [0.0, -0.4, 0.1], [-0.3, -0.4, -0.3], [-0.6, 0.5, -0.2], [0.2, 0.1, 0.5], [0.9, 0.0, -0.2], [-0.1, -0.5, 0.6]], "e_tot_ha": -248.2487, "e_above_lowest_ev": 1.636, "orbital_gap_ha": [0.311, 0.205], "multiplicity": 2, "charge": 2, "max_force_ha_per_bohr": 0.038, "mol_weight_g_mol": 74.1}

{"formula": "C7H11N3O3", "method": "the ωB97M-V functional and the def2-TZVPD basis", "symbols": ["O", "O", "O", "N", "N", "N", "C", "C", "C", "C", "C", "C", "C", "H", "H", "H", "H", "H", "H", "H", "H", "H", "H", "H"], "coordinates": [[-2.54453, 1.97871, 0.10892], [-3.27443, 0.23942, -1.12769], [0.79765, -1.87853, -0.81344], [-0.76614, -1.06016, 1.37793], [-2.17845, 1.07864, -0.61248], [-1.25206, -1.99214, 0.82910], [0.57233, 0.98309, 1.55009], [-1.07472, 0.92270, -1.21233], [0.06782, 0.32566, -1.50330], [0.55346, -0.41957, 1.03467], [0.61305, -0.72623, -0.48295], [0.86309, 0.77636, -2.69536], [1.67687, -1.15058, 1.82662], [1.18856, 1.20226, 2.37469], [1.68699, -2.14475, 1.64067], [-4.05167, 0.56607, -0.69186], [1.88354, 0.28784, -2.64614], [1.42573, -0.93411, 2.78611], [-0.50643, 1.21373, 1.79796], [-0.72508, -2.65397, 0.16506], [0.35125, 0.60830, -3.52536], [0.96619, 1.76764, 0.92899], [2.55283, -0.77630, 1.55351], [1.17415, 1.78592, -2.66339]], "forces_ev_per_a": [[-0.3, 1.0, 1.4], [2.2, -0.5, -0.6], [0.5, 0.5, -0.4], [-0.1, 2.2, 0.9], [-1.6, -0.6, -1.4], [-1.5, -3.5, 0.0], [-2.7, 1.3, -0.6], [1.0, -1.4, -0.3], [-0.5, 0.8, 1.3], [2.2, -1.3, -1.3], [-0.2, 0.7, 0.4], [3.8, -1.1, 3.8], [-3.9, 0.5, -1.8], [0.5, -0.7, 1.6], [-0.1, -3.2, -0.5], [-0.6, 0.7, 0.8], [-1.3, -0.1, -0.6], [-0.2, 0.3, 3.1], [1.2, 0.3, -0.1], [0.2, 1.7, 0.2], [-1.9, -0.9, -3.9], [-0.3, 0.1, -1.3], [3.9, 1.9, -0.9], [-0.3, 1.4, 0.3]], "smiles": "[H]/N=N\\C(C)(C)C(=O)C(C)=C=[N+]([O-])O", "e_tot_ha": -663.0183, "e_above_lowest_ev": 9.273, "orbital_gap_ha": 0.309, "multiplicity": 1, "charge": 0, "max_force_ha_per_bohr": 0.108, "mol_weight_g_mol": 185.2}

{"formula": "C31H48F4I3N4O2P2S", "method": "the ωB97M-V functional and the def2-TZVPD basis", "symbols": ["I", "I", "I", "S", "P", "P", "F", "F", "F", "F", "O", "O", "N", "N", "N", "N", "C", "C", "C", "C", "C", "C", "C", "C", "C", "C", "C", "C", "C", "C", "C", "C", "C", "C", "C", "C", "C", "C", "C", "C", "C", "C", "C", "C", "C", "C", "C", "H", "H", "H", "H", "H", "H", "H", "H", "H", "H", "H", "H", "H", "H", "H", "H", "H", "H", "H", "H", "H", "H", "H", "H", "H", "H", "H", "H", "H", "H", "H", "H", "H", "H", "H", "H", "H", "H", "H", "H", "H", "H", "H", "H", "H", "H", "H", "H"], "coordinates": [[3.08258, 2.29360, 2.28612], [1.00337, 3.83052, -1.95010], [2.78949, -3.48821, 2.69655], [-3.00065, -1.26386, -0.22365], [-3.14540, 0.30494, 0.90115], [-0.18236, 1.38581, 4.11058], [-2.58858, -2.65904, 2.58404], [-2.39149, -0.51805, 3.67276], [-0.55523, -3.15099, 2.97163], [-0.52044, -1.20145, 4.31062], [-1.37567, 2.53412, -0.39395], [-0.69088, -1.07669, -3.70946], [0.52599, 0.07494, 1.45771], [-2.08214, 2.35914, 2.22121], [-3.61542, -5.98678, -3.78385], [3.51320, 1.00851, -4.09717], [5.85690, 0.59345, -5.54243], [3.48477, 0.67405, -5.38722], [1.39722, 0.82243, 4.91175], [-3.17686, -5.27384, -2.74916], [-3.43797, 2.74253, 2.57097], [-0.83384, 1.44677, 0.23865], [-1.34022, -2.22599, 2.41490], [4.71325, 1.13581, -3.52969], [1.75391, 1.76425, 6.07215], [2.05928, -2.08907, 1.19686], [0.69098, 1.15294, 0.35963], [-5.39865, -4.40260, -4.03056], [-4.92706, -3.67520, -2.95102], [1.06741, -2.82317, 0.28322], [-4.02874, 2.11348, 3.84647], [1.68329, -0.76604, 1.90822], [-0.55279, 0.39064, 2.49769], [1.87022, 3.41308, -0.07130], [-1.64977, 1.13050, 1.61764], [-0.15650, -2.08612, -4.54722], [2.82686, 4.51185, 0.28257], [0.45513, 0.33881, -2.17693], [1.67285, 2.32713, 0.65724], [0.17701, 3.18405, 3.74337], [-0.09251, -1.05793, -2.43076], [-3.79222, -4.11843, -2.29303], [5.90814, 0.94233, -4.20278], [-4.70895, -5.54716, -4.40333], [4.62052, 0.45504, -6.15048], [-1.20879, -0.85196, 3.17961], [1.33893, 0.49653, -0.91625], [1.58864, -3.20659, -0.58570], [-0.01050, -0.60401, 0.88666], [2.58393, 4.95360, 1.24172], [0.27610, 3.39126, 2.68074], [-4.73004, 1.30978, 3.64322], [-3.22941, 1.80698, 4.51133], [-3.74760, 1.31920, 0.13565], [2.23242, 0.66374, 4.24324], [0.70491, -1.79987, -2.36297], [2.20975, 1.05241, -1.21975], [-1.52515, 3.17330, 2.03899], [-5.04413, -6.14924, -5.24070], [3.85198, 4.16035, 0.26384], [0.20897, -2.25309, -0.07482], [1.25337, -0.13850, 5.39672], [-0.87084, -1.31983, -1.70494], [-0.55412, -1.91004, -5.54055], [-5.43625, -2.77609, -2.62656], [1.08592, 0.55654, -3.03531], [-3.36422, 3.79033, 2.85518], [-1.12248, -2.22375, 1.35158], [1.09954, 3.52568, 4.18947], [-1.09739, 3.38748, -0.03241], [2.49556, 0.57988, -5.82326], [0.89273, 1.99874, 6.68967], [-4.07889, 0.08038, 1.92598], [4.53699, 0.18389, -7.19360], [1.45001, -1.07368, 2.92296], [-4.58827, 2.87148, 4.38552], [-0.45666, -3.07811, -4.20467], [2.77607, 5.31994, -0.43867], [-4.18209, 2.80411, 1.77506], [-6.28114, -4.09197, -4.57265], [2.42820, 1.19404, 6.70537], [-2.28363, -5.65607, -2.26515], [-1.18508, 0.62232, -0.39691], [0.66507, -3.69209, 0.79041], [0.93412, -2.04130, -4.59252], [4.70749, 1.40872, -2.47865], [2.31505, 2.63639, 5.75395], [6.85309, 1.06213, -3.69111], [1.73265, -0.50432, -0.71988], [6.76773, 0.43241, -6.10439], [2.59438, -0.20537, 2.03861], [-0.37832, 1.02958, -2.24987], [-0.68342, 3.74098, 4.09675], [2.95891, -1.91561, 0.62561], [-3.39215, -3.58074, -1.44614]], "forces_ev_per_a": [[-0.1, -0.2, -0.4], [0.1, -0.1, -0.1], [0.1, 0.4, -0.2], [0.5, -0.2, -0.1], [-1.4, -0.6, -0.1], [-0.2, 0.9, 0.7], [-0.8, 0.0, 0.0], [-1.1, 0.7, -0.6], [0.8, -0.2, 0.4], [0.7, 0.1, -0.1], [0.3, 0.6, -0.2], [0.3, 0.0, 0.0], [-0.3, -1.7, -1.0], [-0.4, -0.2, 0.2], [0.0, 0.1, 0.0], [0.1, 0.0, 0.1], [0.1, 0.0, -0.1], [-0.2, 0.0, 0.1], [-0.1, -0.4, 0.1], [0.1, -0.1, 0.0], [-0.6, 0.9, 1.1], [-1.2, -1.0, 0.1], [-0.4, -0.2, -0.4], [-0.1, 0.0, 0.0], [0.5, -0.6, -0.3], [-0.1, -0.1, -0.6], [1.1, 0.9, 0.1], [0.0, 0.0, 0.0], [-0.1, 0.1, 0.0], [-0.1, -0.3, 0.4], [0.0, 0.1, -0.3], [0.4, -1.1, 1.5], [-0.7, 0.8, 0.5], [-0.2, 0.7, -0.6], [1.5, 1.7, -0.4], [-0.2, 0.1, 0.0], [0.0, 0.6, -0.6], [0.1, -0.3, -0.3], [-0.5, -0.4, 1.4], [-0.1, -0.5, -0.7], [-0.4, 0.1, 0.1], [0.0, 0.0, -0.1], [0.0, 0.0, 0.0], [0.0, -0.1, -0.1], [0.0, 0.0, 0.0], [1.3, -1.6, 0.5], [-1.0, -0.7, -0.6], [0.1, 0.1, -0.2], [0.3, 0.0, -0.1], [0.1, -0.1, 0.3], [0.1, 0.1, -0.1], [0.1, -0.3, 0.1], [0.1, -0.3, 0.0], [0.4, 0.3, 0.4], [0.1, 0.2, 0.0], [0.1, -0.1, 0.0], [0.2, 0.4, 0.1], [0.1, -0.2, -0.2], [0.0, 0.0, 0.0], [0.2, -0.1, 0.2], [0.1, 0.2, -0.1], [-0.5, -0.2, -0.2], [0.2, -0.1, 0.1], [-0.1, -0.1, -0.1], [0.0, 0.0, 0.0], [0.2, 0.2, 0.0], [0.4, 0.2, -0.2], [-0.1, 0.4, 0.0], [0.0, 0.0, 0.3], [0.1, -0.2, 0.0], [0.0, 0.0, -0.1], [-0.1, 0.3, -0.1], [0.3, 0.3, 0.1], [0.0, 0.0, 0.0], [-0.4, 0.3, 0.2], [-0.2, 0.1, 0.0], [0.0, -0.1, 0.0], [-0.1, 0.0, -0.1], [0.1, -0.5, -0.4], [0.0, 0.0, 0.0], [0.1, 0.0, 0.2], [0.0, 0.0, 0.0], [0.4, -0.1, -0.2], [-0.2, -0.1, 0.1], [0.1, 0.1, 0.0], [0.1, 0.0, 0.0], [-0.2, 0.3, 0.0], [0.0, 0.0, 0.0], [-0.1, 0.0, 0.4], [0.0, 0.0, 0.0], [-0.1, 0.4, -0.4], [0.0, 0.3, 0.2], [0.0, 0.1, 0.2], [0.2, 0.2, -0.1], [0.0, -0.1, 0.0]], "e_tot_ha": -3952.5411, "orbital_gap_ha": 0.295, "multiplicity": 1, "charge": 1, "max_force_ha_per_bohr": 0.046, "mol_weight_g_mol": 1059.5}